Record 1
Density functional theory data (ωB97M-V with the def2-TZVPD basis set) for C2H3N2OP in the gas phase.

Element x y z (Å)
C -1.647 -0.102 0.042
C 0.714 0.094 -0.319
N -1.739 -1.051 -0.803
N -1.707 -1.924 -1.547
O -0.395 0.290 0.360
P 2.048 1.069 0.142
H -2.507 0.400 0.476
H 2.876 0.072 -0.023
H 2.358 1.152 1.672

Its charge is 0. The maximum force comes out at 0.068 Eh/bohr. The value obtained for the gap between HOMO and LUMO is 8.552 eV. For the energy relative to the best compared isomer or geometry (same formula, charge and spin), the calculation gives 134.78 kcal/mol.

***

Record 2
Density functional theory data (ωB97M-V with the def2-TZVPD basis set) for a molecular structure, C3H5N3S2.

Element x y z (Å)
C 0.074 -0.162 1.060
C -0.133 0.670 -0.177
C 0.584 -1.484 -0.658
H -1.946 1.123 3.612
H 0.538 1.521 -0.017
H -1.300 1.024 -0.276
H 1.761 -0.022 -3.331
H 0.764 -2.378 -1.201
N -0.450 0.001 2.271
N 0.241 -0.283 -1.260
N 0.636 -1.385 0.687
S -1.052 1.562 2.352
S 0.283 -0.187 -3.064

Its charge is 0. The maximum force comes out at 0.098 Eh/bohr. The value obtained for the gap between HOMO and LUMO is 8.101 eV. For the energy relative to the best compared isomer or geometry (same formula, charge and spin), the calculation gives 75.05 kcal/mol.

***

Record 3
Density functional theory data (ωB97M-V with the def2-TZVPD basis set) for a molecular structure, C4H13O3Ti3.

Element x y z (Å)
Ti -27.407 -0.244 -9.225
Ti -24.451 -0.801 -9.643
Ti -25.864 -0.088 -11.438
O -26.113 -0.950 -10.044
H -26.180 -1.924 -9.992
C -26.425 -2.896 -7.462
C -24.948 -2.850 -7.131
O -24.485 -1.731 -6.363
H -26.682 -3.267 -8.454
H -26.989 -1.964 -7.488
H -26.979 -3.573 -6.813
H -24.491 -2.694 -8.109
H -24.557 -3.777 -6.712
H -24.496 -0.957 -6.930
C -26.132 -3.633 -12.193
C -25.227 -3.471 -10.942
O -25.553 -4.617 -10.191
H -26.044 -4.642 -12.594
H -25.904 -2.840 -12.905
H -27.160 -3.361 -11.952
H -25.364 -2.526 -10.416
H -24.161 -3.329 -11.119
H -25.707 -4.295 -9.300

Its charge is +2. The maximum force comes out at 0.254 Eh/bohr. The value obtained for the gap between HOMO and LUMO (alpha / beta) is 6.501 / 8.516 eV. As for the spin multiplicity: 10.

***

Record 4
Density functional theory data (ωB97M-V with the def2-TZVPD basis set) for 3 unconnected molecules or ions with the total composition C13H13BO9S.

Element x y z (Å)
C 0.332 -0.247 -0.938
O -0.790 -0.607 -1.764
B -1.247 -1.857 -1.632
O -0.520 -2.821 -0.959
O -2.452 -2.277 -2.236
S -3.837 -1.609 -1.692
O -4.005 -2.020 -0.324
O -3.419 -0.042 -1.572
H 0.063 -0.408 0.105
H 1.225 -0.805 -1.191
H 0.518 0.812 -1.064
H -0.575 -2.711 0.001
H -4.156 0.349 -1.056
C 5.801 -2.665 -1.770
C 4.694 -1.944 -1.926
C 4.118 -1.170 -0.801
O 3.106 -0.513 -0.943
C 4.818 -1.228 0.504
C 5.925 -1.949 0.661
C 6.504 -2.724 -0.464
O 7.513 -3.379 -0.323
H 6.238 -3.238 -2.578
H 4.166 -1.887 -2.869
H 4.379 -0.655 1.311
H 6.451 -2.005 1.605
C -3.081 2.240 2.735
C -3.636 1.716 1.645
C -4.335 2.570 0.656
O -4.843 2.091 -0.339
C -4.394 4.026 0.919
C -3.840 4.551 2.007
C -3.139 3.699 3.002
O -2.632 4.177 3.992
H -2.567 1.637 3.471
H -3.604 0.653 1.431
H -4.909 4.628 0.181
H -3.871 5.612 2.220

Its charge is 0. The maximum force comes out at 0.029 Eh/bohr. The value obtained for the gap between HOMO and LUMO is 8.188 eV. For the energy relative to the best compared isomer or geometry (same formula, charge and spin), the calculation gives 4.34 kcal/mol.